Molecular formula: C20H39N4O6P
Method: DFT, wB97M-V/def2-TZVPD

Gap between HOMO and LUMO (alpha / beta) in eV: 7.928 / 8.885
Net charge: 0
Max |F| in eV Å⁻¹: 1.9
HOMO level (alpha / beta) in eV: -8.29 / -9.25
Multiplicity: 3
Expectation value of S²: 2.0082

Geometry (Å):
1 O 2.881 -1.311 -3.730
2 C 1.842 -1.708 -3.420
3 N 0.721 -2.037 -2.997
4 O 0.799 -2.908 -1.870
5 C 1.243 -2.269 -0.744
6 O 1.185 -1.093 -0.547
7 N 1.725 -3.197 0.184
8 P 2.996 -4.227 -0.331
9 O 4.262 -3.954 0.362
10 H 2.063 -2.657 0.981
11 H 2.513 -5.531 -0.152
12 H 3.092 -4.050 -1.722
13 C -6.356 -0.877 -2.442
14 C -5.693 -1.150 -1.065
15 C -4.986 0.106 -0.541
16 C -3.682 0.430 -1.265
17 C -2.752 -0.780 -1.254
18 C -3.412 -2.038 -1.819
19 N -4.733 -2.294 -1.158
20 O -4.552 -2.829 0.005
21 C -3.560 -1.884 -3.344
22 C -2.496 -3.237 -1.617
23 C -6.830 -1.495 -0.108
24 H -7.431 -1.055 -2.397
25 H -6.209 0.152 -2.773
26 H -5.991 -1.536 -3.223
27 H -4.766 -0.027 0.523
28 H -5.674 0.951 -0.610
29 H -3.884 0.754 -2.290
30 H -3.190 1.271 -0.772
31 H -1.846 -0.566 -1.827
32 H -2.429 -0.970 -0.225
33 H -4.135 -2.711 -3.765
34 H -2.572 -1.898 -3.805
35 H -4.029 -0.949 -3.645
36 H -2.214 -3.370 -0.573
37 H -1.583 -3.089 -2.187
38 H -2.965 -4.160 -1.964
39 H -7.326 -2.420 -0.405
40 H -7.564 -0.689 -0.133
41 H -6.489 -1.603 0.920
42 C 2.158 4.126 2.064
43 C 2.639 2.866 2.835
44 C 3.915 3.167 3.629
45 C 5.167 3.291 2.765
46 C 5.333 2.052 1.888
47 C 4.094 1.756 1.043
48 N 2.860 1.724 1.895
49 O 2.781 0.597 2.525
50 C 3.985 2.810 -0.074
51 C 4.248 0.418 0.333
52 C 1.528 2.526 3.824
53 H 1.151 4.406 2.370
54 H 2.804 4.987 2.239
55 H 2.096 3.964 0.992
56 H 4.077 2.366 4.359
57 H 3.764 4.082 4.205
58 H 5.121 4.196 2.153
59 H 6.043 3.401 3.408
60 H 6.193 2.171 1.226
61 H 5.550 1.191 2.528
62 H 3.046 2.702 -0.620
63 H 4.799 2.668 -0.785
64 H 4.061 3.835 0.283
65 H 4.453 -0.395 1.027
66 H 5.082 0.463 -0.368
67 H 3.346 0.171 -0.228
68 H 0.612 2.243 3.302
69 H 1.318 3.407 4.432
70 H 1.803 1.715 4.496


Molecular formula: C7H8N2O4STm
Method: DFT, wB97M-V/def2-TZVPD

Gap between HOMO and LUMO (alpha / beta) in eV: 6.909 / 6.779
Net charge: +3
Max |F| in eV Å⁻¹: 6.4
HOMO level (alpha / beta) in eV: -20.48 / -20.49
Multiplicity: 3
Expectation value of S²: 2.0023

Geometry (Å):
1 O -3.182 2.330 2.316
2 C -2.806 1.981 1.290
3 Tm -1.546 1.536 -0.599
4 O -2.122 5.043 -2.195
5 C -2.073 3.986 -1.757
6 C -3.652 0.064 -0.829
7 O -4.545 -0.667 -0.870
8 C -1.299 0.399 -2.627
9 O -0.916 -0.053 -3.608
10 C 2.200 -2.552 0.096
11 N 0.968 -1.820 -0.231
12 C 0.344 -0.957 0.596
13 S -1.421 -0.921 0.657
14 N 1.022 -0.071 1.350
15 C 2.410 0.361 1.208
16 H 2.644 -2.169 1.016
17 H 2.895 -2.425 -0.744
18 H 2.004 -3.635 0.203
19 H 0.336 -2.306 -0.845
20 H 0.454 0.422 2.021
21 H 2.448 1.460 1.101
22 H 2.972 0.098 2.120
23 H 2.868 -0.103 0.331


Number 1: molecular weight 462.528 u. Number 2: molecular weight 385.152 u.